Entry 1:
DFT (ωB97M-V with the def2-TZVPD basis set) results for a molecular structure, C24H40N6S5SbTc.

Last column: Mulliken charge in e.
Element x y z (Å)
1 Tc 0.23558 -0.50952 -0.07499  -0.83
2 C 2.83103 -2.20262 -0.50704  -0.92
3 C 3.04009 -1.26081 0.66176  -0.42
4 N 1.75689 -1.05781 1.39698  0.14
5 C 1.38672 -2.29514 2.17362  -0.69
6 C -0.04879 -2.71454 1.92011  -0.13
7 N -0.37494 -2.55910 0.47401  -0.02
8 C 0.18657 -3.68188 -0.34721  -0.67
9 C 0.83554 -3.13969 -1.60230  -0.57
10 N 1.56204 -1.89544 -1.24743  0.20
11 H 3.68538 -2.14176 -1.18130  0.58
12 H 2.78697 -3.23618 -0.16916  0.30
13 H 3.80801 -1.66273 1.32683  0.55
14 H 3.38524 -0.29092 0.31553  0.04
15 H 1.92173 -0.31583 2.07054  0.29
16 H 2.08149 -3.08873 1.90208  0.44
17 H 1.52393 -2.11291 3.23812  0.53
18 H -0.19880 -3.74868 2.23742  0.52
19 H -0.73983 -2.08904 2.47955  -0.28
20 H -1.38728 -2.59805 0.39307  0.44
21 H 0.91173 -4.21221 0.26762  0.30
22 H -0.59618 -4.39914 -0.59134  0.53
23 H 1.50184 -3.88236 -2.04654  0.48
24 H 0.09033 -2.88508 -2.35261  -0.01
25 H 1.82027 -1.44433 -2.11907  0.26
26 S -1.61970 1.56884 -2.77261  -0.14
27 Sb -3.43742 1.27706 -4.18080  0.98
28 S -1.66457 -0.18215 -1.51106  0.18
29 S -2.01574 -1.57481 -2.95241  0.11
30 S -3.88702 -0.98134 -3.56629  -0.10
31 C 4.20009 4.45739 -1.81297  -1.19
32 C 4.33937 3.06264 -1.22631  -0.61
33 N 3.18889 2.17524 -1.56006  0.21
34 C 3.07273 1.81570 -2.98791  -1.00
35 C 2.05473 2.65586 -3.75143  -0.70
36 C 2.34225 1.73190 -0.66683  0.73
37 C 2.49849 2.11175 0.77440  -1.15
38 N 1.26290 0.97342 -1.00752  0.80
39 H 5.01405 5.07435 -1.43462  0.43
40 H 3.25964 4.92606 -1.52061  0.31
41 H 4.27783 4.45723 -2.89887  0.35
42 H 4.44506 3.10914 -0.14893  0.40
43 H 5.22586 2.56193 -1.61750  0.39
44 H 2.84511 0.74852 -3.05095  0.23
45 H 4.06272 1.94706 -3.41973  0.52
46 H 1.08229 2.68814 -3.25481  0.08
47 H 1.92217 2.24231 -4.75094  0.40
48 H 2.39420 3.68271 -3.86154  0.34
49 H 3.46241 1.81334 1.18643  0.51
50 H 1.68930 1.67801 1.35144  -0.58
51 H 2.42768 3.19606 0.87895  0.68
52 H 1.05770 1.05744 -1.99714  -0.10
53 N -0.95023 0.41711 1.16105  0.09
54 S -0.63928 1.15662 2.66348  0.40
55 C -1.97695 2.32615 2.82128  0.42
56 C -2.34666 2.68406 4.11407  -0.50
57 C -3.33687 3.64001 4.27740  -0.79
58 C -3.93623 4.22548 3.16995  -0.59
59 C -3.52934 3.88042 1.88849  -0.78
60 C -2.53114 2.93485 1.70101  -0.22
61 C -0.93363 -0.00276 3.94896  0.23
62 C 0.14171 -0.23793 4.80215  -0.34
63 C -0.04130 -1.07839 5.89390  -0.80
64 C -1.28284 -1.65825 6.11345  -0.49
65 C -2.35557 -1.40543 5.25531  -0.86
66 C -2.19331 -0.56384 4.17175  -0.06
67 H -1.90658 0.65977 0.89796  0.30
68 H -1.88273 2.23497 4.98215  0.50
69 H -3.63962 3.92588 5.27552  0.45
70 H -4.71271 4.96578 3.30735  0.44
71 H -3.97778 4.36310 1.03114  0.43
72 H -2.18120 2.73071 0.69615  0.51
73 H 1.09405 0.25779 4.64580  0.55
74 H 0.77416 -1.25780 6.58164  0.51
75 H -1.42970 -2.29717 6.97462  0.48
76 H -3.32179 -1.84939 5.45429  0.48
77 H -3.03016 -0.33007 3.52422  0.51

E_HOMO = -18.94 eV
ΔE to the lowest compared entry with this formula, charge and spin = 0.000 eV
spin multiplicity = 1
total charge = +4
HOMO-LUMO gap = 5.372 eV
E = -97353.9079 eV

Entry 2:
DFT (ωB97M-V with the def2-TZVPD basis set) results for a molecular structure, C18H7AgCl5N3O8Te.

Last column: natural (NBO) charge in e.
Element x y z (Å)
1 Ag 0.69438 0.43351 0.44625  0.80
2 Cl 2.37355 5.89108 5.50680  -0.01
3 C 2.30418 4.77049 4.18058  -0.17
4 C 1.20228 3.93379 4.00563  -0.04
5 Cl -0.11779 4.02826 5.13029  0.01
6 C 1.14268 3.03528 2.95649  -0.18
7 Cl -0.22951 2.00259 2.75310  0.04
8 C 2.19295 2.90384 1.98819  0.36
9 O 2.18145 2.09968 1.02041  -0.76
10 C 3.29887 3.78932 2.20717  -0.09
11 Cl 4.60029 3.68170 1.07041  0.00
12 C 3.34872 4.68000 3.26265  -0.08
13 Cl 4.73792 5.70818 3.45826  0.00
14 Te -1.00102 -1.77618 1.00062  0.26
15 C 0.10617 -3.53085 1.38744  -0.26
16 C -0.32866 -4.75881 0.88690  -0.24
17 C 0.36877 -5.92924 1.16219  -0.21
18 C 1.51335 -5.89291 1.94680  -0.25
19 C 1.96197 -4.67633 2.44355  -0.22
20 C 1.26801 -3.50622 2.16050  -0.23
21 H -1.21874 -4.79578 0.27087  0.22
22 H 0.01610 -6.87233 0.76005  0.19
23 H 2.05623 -6.80570 2.16347  0.19
24 H 2.86151 -4.63413 3.04706  0.20
25 H 1.63481 -2.55856 2.53565  0.22
26 O -3.00813 1.10927 -6.60693  -0.44
27 N -2.23382 0.35342 -6.03217  0.54
28 O -1.50852 -0.43255 -6.62977  -0.44
29 C -2.12699 0.42246 -4.59271  -0.09
30 C -1.22417 -0.41752 -3.91227  -0.16
31 C -1.12562 -0.35239 -2.56216  -0.01
32 C -1.92926 0.55414 -1.74175  0.50
33 O -1.79248 0.60500 -0.50926  -0.69
34 C -2.86044 1.34799 -2.52632  -0.14
35 C -2.93264 1.29914 -3.90315  -0.13
36 N -3.80034 2.26705 -1.87956  0.53
37 O -4.05199 2.11283 -0.70301  -0.37
38 O -4.31263 3.14615 -2.57021  -0.46
39 N -0.14948 -1.22892 -1.94664  0.26
40 O -0.62680 -2.18802 -1.20323  -0.49
41 O 0.94637 -0.63965 -1.54834  -0.66
42 H -0.60633 -1.11690 -4.45661  0.24
43 H -3.62517 1.93782 -4.42726  0.26

E_HOMO = -1.50 eV
ΔE to the lowest compared entry with this formula, charge and spin = 1.251 eV
spin multiplicity = 1
total charge = -2
HOMO-LUMO gap = 5.381 eV
E = -113528.4141 eV

Entry 3:
DFT (ωB97M-V with the def2-TZVPD basis set) results for a molecular structure, C14H27N2OYb at a distorted geometry.

Last column: Löwdin spin population.
Element x y z (Å)
1 C 0.23736 -0.61212 -2.73430  0.00
2 H 0.08677 -1.26119 -3.60764  0.00
3 H -0.74362 -0.14261 -2.53053  0.00
4 H 0.53022 -1.36411 -1.93399  0.00
5 C 1.31527 0.43074 -3.03064  0.00
6 H 1.31382 1.28454 -2.32200  0.00
7 H 2.30459 -0.02878 -2.91703  0.00
8 C 1.22899 0.99946 -4.46117  0.00
9 H 2.04591 1.70871 -4.65401  0.00
10 H 1.31256 0.19929 -5.21041  0.00
11 H 0.27903 1.52110 -4.64611  0.00
12 C -0.55234 0.47212 2.07754  0.00
13 C -0.22653 1.66525 1.38553  0.00
14 C -1.15347 1.81732 0.30991  0.01
15 C -2.03997 0.70103 0.33749  0.00
16 C -1.65941 -0.12919 1.43062  0.01
17 C -2.31843 -1.38578 1.86078  0.00
18 C -3.12688 0.42946 -0.63326  0.00
19 C -1.12047 2.87101 -0.73604  0.00
20 C 0.93486 2.54021 1.68973  0.00
21 C 0.14466 -0.05309 3.27599  0.00
22 Yb 0.16965 -0.11510 -0.24490  0.98
23 H -3.49882 -0.59776 -0.54256  0.00
24 H -3.97826 1.10370 -0.45457  0.00
25 H -2.81894 0.58692 -1.67754  0.00
26 H -2.94259 -1.81062 1.06593  0.00
27 H -1.58863 -2.14872 2.17099  0.00
28 H -2.97928 -1.21164 2.72680  0.00
29 H 1.19757 0.25402 3.29289  0.00
30 H -0.31150 0.33048 4.20183  0.00
31 H 0.08724 -1.14706 3.32502  0.00
32 H 1.23405 3.14199 0.82009  0.00
33 H 0.69631 3.24774 2.50231  0.00
34 H 1.80851 1.95746 2.02725  0.00
35 H -1.25421 2.46354 -1.75259  0.00
36 H -1.93716 3.59449 -0.58128  0.00
37 H -0.17636 3.43294 -0.71760  0.00
38 N 1.56045 -4.02010 1.02715  0.00
39 C 1.93187 -2.72830 1.13236  0.00
40 N 2.98150 -2.46133 1.94799  0.00
41 O 1.31385 -1.80752 0.52225  0.00
42 H 2.10633 -4.74742 1.46636  0.00
43 H 0.79729 -4.25047 0.40714  0.00
44 H 3.30212 -1.51034 2.02250  0.00
45 H 3.50609 -3.22024 2.36173  0.00

E_HOMO (alpha / beta) = -14.96 / -14.95 eV
expectation value of S² = 0.75
spin multiplicity = 2
total charge = +2
HOMO-LUMO gap (alpha / beta) = 7.853 / 6.842 eV
E = -51500.4340 eV

Entry 4:
DFT (ωB97M-V with the def2-TZVPD basis set) results for a single C4H10O2 molecule at a distorted geometry.

Last column: natural (NBO) charge in e.
Element x y z (Å)
1 C -0.77643 0.84744 1.56311  -0.61
2 C 0.12612 0.29487 0.43413  -0.29
3 C -0.49224 0.29117 -0.98545  -0.03
4 O 0.72965 0.40933 -2.12900  -0.78
5 C 0.61695 -1.15381 0.54272  -0.05
6 O 0.88790 -1.53083 -0.78712  -0.80
7 H -1.10429 1.87299 1.34967  0.21
8 H -1.67157 0.23753 1.74091  0.21
9 H -0.22809 0.88846 2.51671  0.22
10 H 1.00547 0.94116 0.37306  0.21
11 H -0.94378 1.21081 -1.28182  0.19
12 H -1.17618 -0.57503 -1.07811  0.21
13 H 0.52885 -0.01814 -2.98960  0.49
14 H 1.50277 -1.27095 1.18650  0.17
15 H -0.16901 -1.79575 1.00105  0.16
16 H 1.18330 -0.68923 -1.43573  0.49

E_HOMO = -9.26 eV
ΔE to the lowest compared entry with this formula, charge and spin = 2.604 eV
spin multiplicity = 1
HOMO-LUMO gap = 10.126 eV
E = -8402.9426 eV

Entry 5:
DFT (ωB97M-V with the def2-TZVPD basis set) results for a molecular structure, C24H29ClN2P2Pr at a distorted geometry.

Last column: Löwdin spin population.
Element x y z (Å)
1 C -1.08960 3.44217 -2.43219  0.00
2 C -0.85106 2.18060 -1.92415  0.00
3 C 0.49929 1.75267 -1.78793  0.00
4 C 1.53571 2.59409 -2.21303  0.00
5 C 1.26632 3.85517 -2.70930  0.00
6 C -0.05392 4.30701 -2.81770  0.00
7 C 2.93283 2.10084 -2.04534  0.00
8 C 3.03435 0.59636 -2.18591  0.00
9 C 1.90156 -0.19213 -1.86623  0.00
10 C 1.97882 -1.61504 -1.94878  0.00
11 C 3.18514 -2.20113 -2.26297  0.00
12 C 4.31539 -1.43144 -2.57275  0.00
13 C 4.21737 -0.03155 -2.57580  0.00
14 H -2.12711 3.80975 -2.48128  0.00
15 H 2.13443 4.43122 -3.08365  0.00
16 H -0.24489 5.29299 -3.26050  0.00
17 H 3.60936 2.54511 -2.80855  0.00
18 H 3.24333 -3.29153 -2.21740  0.00
19 H 5.25792 -1.91964 -2.83436  0.00
20 H 5.07925 0.60469 -2.87897  0.00
21 N 0.79099 0.47107 -1.30546  -0.01
22 Pr 0.72947 0.12064 1.01900  2.10
23 C -1.96864 1.34091 -1.37683  0.00
24 H -1.89802 0.32935 -1.80344  0.00
25 H -2.94261 1.79265 -1.65132  0.00
26 C 0.79149 -2.44845 -1.58965  0.00
27 H -0.11487 -2.05199 -2.04931  0.00
28 H 0.94653 -3.49063 -1.85376  0.00
29 P -1.84357 1.29332 0.48532  -0.03
30 P 0.43011 -2.50243 0.23552  0.00
31 C 1.77363 -3.56678 0.84276  0.00
32 H 1.74967 -3.56274 1.94118  0.00
33 H 1.63438 -4.58722 0.46694  0.00
34 H 2.73570 -3.16440 0.50332  0.00
35 C -1.05382 -3.51429 0.37863  0.00
36 H -0.84853 -4.54097 0.06078  0.00
37 H -1.36925 -3.50509 1.42736  0.00
38 H -1.84749 -3.07526 -0.23570  0.00
39 C -2.58253 2.89257 0.89627  0.00
40 H -3.57354 3.01658 0.42982  0.00
41 H -2.67041 2.95674 1.98650  0.00
42 H -1.90022 3.66928 0.53792  0.00
43 C -3.39435 0.25224 0.70214  -0.01
44 H -3.63359 0.14132 1.76285  0.00
45 H -4.27732 0.71496 0.21748  0.00
46 H -3.29109 -0.75294 0.26930  0.00
47 H 3.40754 2.61534 -1.21357  0.00
48 H -0.40495 1.87887 1.03642  -0.02
49 Cl -3.47151 1.08248 4.91460  0.00
50 C -2.20130 0.02182 4.52258  0.00
51 C -2.18096 -1.28452 4.98953  0.00
52 C -1.16298 -2.14776 4.55319  0.00
53 C -0.21300 -1.66019 3.66431  0.00
54 N -0.26836 -0.40466 3.20362  0.00
55 C -1.17788 0.47384 3.68729  0.00
56 H -2.96096 -1.64563 5.69693  0.00
57 H -1.09340 -3.19781 4.86615  0.00
58 H 0.62357 -2.29329 3.31279  0.00
59 H -1.09239 1.50285 3.37532  0.00

E_HOMO (alpha / beta) = -9.36 / -9.30 eV
expectation value of S² = 2.02
ΔE to the lowest compared entry with this formula, charge and spin = 0.000 eV
spin multiplicity = 3
total charge = +1
HOMO-LUMO gap (alpha / beta) = 5.973 / 5.944 eV
E = -73500.9833 eV

Entry 6:
DFT (ωB97M-V with the def2-TZVPD basis set) results for 10 unconnected molecules or ions with the total composition C7H27NO9 at a distorted geometry.

Last column: natural (NBO) charge in e.
Element x y z (Å)
1 C -4.25515 -0.09452 -0.42679  -0.64
2 C -2.73288 -0.00292 -0.08110  -0.20
3 C -2.48346 -0.18451 1.22518  -0.22
4 C -1.15122 -0.02058 1.66084  -0.13
5 C 0.05309 -0.45389 1.06322  -0.37
6 C 1.05586 -0.25927 2.05292  -0.02
7 N 0.51523 0.36544 3.11202  -0.50
8 C -0.90321 0.56887 2.94257  -0.09
9 H -4.80954 -0.65940 0.29272  0.21
10 H -4.53209 0.93777 -0.53340  0.22
11 H -4.50734 -0.44040 -1.42828  0.21
12 H -2.08528 0.21031 -0.92873  0.22
13 H -3.25817 -0.43786 2.00180  0.22
14 H 0.14801 -0.95013 0.09137  0.24
15 H 2.07284 -0.55403 2.01418  0.21
16 H 0.89332 0.75672 3.97275  0.42
17 H -1.54593 0.87668 3.65655  0.21
18 O -0.10564 2.25471 -2.46802  -0.96
19 H 0.11961 1.48638 -2.94724  0.52
20 H 0.49836 2.61016 -1.85865  0.49
21 O 3.87172 -0.16745 -1.39308  -0.96
22 H 4.11065 0.77365 -1.39390  0.50
23 H 3.56089 -0.37966 -0.55541  0.48
24 O 2.82851 -3.46682 -0.95553  -0.95
25 H 2.06057 -3.92666 -1.35072  0.47
26 H 2.98077 -2.69145 -1.47529  0.47
27 O 0.83381 3.42708 1.34562  -0.96
28 H 0.23056 3.03775 0.75333  0.49
29 H 1.06174 4.26669 0.87218  0.47
30 O -0.32727 -3.74087 0.91957  -0.96
31 H -0.37868 -2.77484 0.97125  0.48
32 H 0.22794 -3.92448 1.62860  0.47
33 O 2.55544 1.89511 -0.22376  -1.01
34 H 1.70880 1.38216 -0.51273  0.48
35 H 2.21259 2.40656 0.50701  0.50
36 O 0.07707 -2.52952 -1.76686  -0.97
37 H -0.06257 -3.27398 -1.13105  0.51
38 H -0.82385 -2.36049 -1.95150  0.48
39 O -1.29591 2.66445 -0.29535  -1.00
40 H -1.05211 2.37619 -1.20219  0.49
41 H -1.71498 2.04037 0.19622  0.48
42 O 1.19240 -0.07571 -2.22793  -1.03
43 H 0.98809 -0.98869 -2.01319  0.50
44 H 2.16741 0.02108 -2.15919  0.50

E_HOMO = -8.21 eV
ΔE to the lowest compared entry with this formula, charge and spin = 1.546 eV
spin multiplicity = 1
HOMO-LUMO gap = 8.583 eV
E = -27613.4124 eV

Entry 7:
DFT (ωB97M-V with the def2-TZVPD basis set) results for 2 unconnected molecules or ions with the total composition C6H12O at a distorted geometry.

Last column: natural (NBO) charge in e.
Element x y z (Å)
1 C -1.80765 1.20527 -1.99091  -0.37
2 C -1.25639 0.31006 -1.18295  -0.22
3 C -0.50726 0.63768 0.03072  -0.28
4 C -0.10178 -0.26499 0.92129  0.06
5 C -0.45240 -1.71233 0.78697  -0.67
6 C 0.79865 0.07029 2.07424  -0.64
7 H -1.97115 2.26244 -1.82171  0.20
8 H -2.21912 0.76965 -2.89752  0.19
9 H -1.14991 -0.66623 -1.63328  0.21
10 H -0.08611 1.64032 0.09790  0.20
11 H 0.10030 -2.26202 1.55634  0.21
12 H -0.13526 -2.15740 -0.15552  0.23
13 H -1.49884 -1.95151 0.97450  0.23
14 H 0.40153 -0.33793 3.00449  0.22
15 H 0.86074 1.14063 2.23009  0.21
16 H 1.79125 -0.32596 1.86873  0.23
17 O 2.52400 0.20843 -1.43509  -0.95
18 H 2.96244 1.05559 -1.53667  0.47
19 H 1.74696 0.37799 -0.89162  0.48

E_HOMO = -8.73 eV
ΔE to the lowest compared entry with this formula, charge and spin = 1.454 eV
spin multiplicity = 1
HOMO-LUMO gap = 9.627 eV
E = -8462.8996 eV